Record 1
3 unconnected molecules or ions with the total composition C17H37N2O in a non-equilibrium geometry, computed with wB97M-V/def2-TZVPD.

The geometry in XYZ format:
```
57
Properties=species:S:1:pos:R:3
C -2.310 -3.549 2.116
C -1.093 -3.299 1.189
C -1.397 -2.206 0.232
C -1.463 -2.215 -1.115
N -1.812 -0.920 -1.526
C -1.942 -0.173 -0.448
O -2.252 1.123 -0.411
N -1.689 -0.899 0.635
H -2.002 -3.970 3.061
H -2.863 -2.632 2.275
H -2.990 -4.214 1.597
H -0.209 -3.057 1.768
H -0.925 -4.180 0.584
H -1.294 -3.016 -1.803
H -1.962 -0.577 -2.462
H -3.192 1.194 -0.189
H -1.715 -0.550 1.580
C 0.444 2.821 1.645
C -0.303 2.245 2.845
C -1.779 2.642 2.894
C -2.047 4.141 3.023
C -1.414 4.801 4.247
C -1.929 4.246 5.572
H 0.456 3.911 1.666
H 1.480 2.483 1.638
H -0.020 2.506 0.707
H 0.197 2.543 3.768
H -0.237 1.150 2.807
H -2.259 2.114 3.724
H -2.272 2.281 1.982
H -3.130 4.298 3.055
H -1.698 4.654 2.123
H -1.626 5.871 4.207
H -0.325 4.706 4.208
H -3.012 4.366 5.650
H -1.475 4.773 6.411
H -1.695 3.186 5.688
C 4.275 -2.353 -5.522
C 3.599 -3.001 -4.317
C 2.098 -2.724 -4.243
C 1.723 -1.249 -4.095
C 2.325 -0.548 -2.879
C 1.874 -1.153 -1.553
H 4.204 -1.265 -5.492
H 5.334 -2.610 -5.550
H 3.823 -2.698 -6.454
H 4.091 -2.671 -3.398
H 3.746 -4.082 -4.369
H 1.674 -3.297 -3.411
H 1.621 -3.114 -5.147
H 0.628 -1.173 -4.044
H 2.015 -0.705 -4.996
H 2.031 0.505 -2.905
H 3.415 -0.558 -2.934
H 0.791 -1.115 -1.467
H 2.298 -0.599 -0.713
H 2.190 -2.192 -1.453
```

As for the multiplicity: 1. The calculation puts the total energy at -23251.4491 eV. The LUMO energy comes out at -3.0 eV. Its HOMO-LUMO gap is 10.209 eV. As for the total charge: +1.

***

Record 2
3 unconnected molecules or ions with the total composition C17H38BrN3O8 in a non-equilibrium geometry, computed with wB97M-V/def2-TZVPD.

The geometry in XYZ format:
```
67
Properties=species:S:1:pos:R:3
C 0.546 1.212 1.159
O 0.236 0.853 -0.200
C -0.570 -0.293 -0.227
C -0.514 -0.898 -1.626
C -1.143 -2.304 -1.601
C -0.184 -3.479 -1.775
C 0.041 -3.839 -3.255
C 1.337 -3.380 -3.958
N 1.445 -1.939 -4.016
N 1.241 -3.856 -5.346
N 2.556 -3.954 -3.402
O 1.013 -3.431 -0.997
C 1.376 -4.730 -0.784
O 2.439 -5.119 -0.352
O 0.332 -5.565 -1.161
C -0.805 -4.712 -1.093
Br -1.114 -4.490 0.847
H 1.562 0.914 1.395
H 0.382 2.269 1.314
H -0.117 0.644 1.798
H -1.612 -0.057 0.002
H -0.236 -1.051 0.484
H 0.524 -0.895 -1.910
H -1.110 -0.264 -2.268
H -1.886 -2.365 -2.384
H -1.693 -2.387 -0.671
H -0.779 -3.418 -3.819
H -0.003 -4.911 -3.412
H 2.060 -1.696 -4.782
H 1.937 -1.612 -3.195
H 1.053 -3.086 -5.967
H 0.522 -4.552 -5.453
H 2.874 -3.457 -2.585
H 2.461 -4.933 -3.180
H -1.711 -5.101 -1.520
C 1.189 -0.666 5.933
O -0.078 -0.614 6.563
C -0.882 0.466 6.120
C -1.937 0.010 5.140
O -1.360 -0.440 3.923
C -1.304 -1.850 3.814
H 1.651 -1.614 6.202
H 1.101 -0.611 4.845
H 1.830 0.149 6.287
H -0.265 1.251 5.673
H -1.378 0.886 7.001
H -2.586 0.858 4.899
H -2.556 -0.774 5.586
H -2.306 -2.263 3.653
H -0.861 -2.307 4.702
H -0.685 -2.090 2.950
C 1.143 4.460 -1.412
O 0.464 4.987 -0.285
C 0.669 6.378 -0.104
C -0.521 7.182 -0.576
O -0.688 7.097 -1.982
C -1.714 6.203 -2.372
H 0.786 3.443 -1.570
H 0.950 5.050 -2.312
H 2.222 4.425 -1.223
H 1.576 6.706 -0.620
H 0.807 6.551 0.968
H -0.354 8.236 -0.332
H -1.427 6.854 -0.059
H -2.699 6.621 -2.138
H -1.608 5.230 -1.885
H -1.639 6.068 -3.449
```

As for the multiplicity: 1. The calculation puts the total energy at -109134.8209 eV. The LUMO energy comes out at 0.4 eV. Its HOMO-LUMO gap is 9.662 eV.

***

Record 3
A molecular structure, C17H39CuN2O4 in a non-equilibrium geometry, computed with wB97M-V/def2-TZVPD.

The geometry in XYZ format:
```
63
Properties=species:S:1:pos:R:3
Cu -0.298 0.015 1.398
C -1.383 1.804 -1.465
C -0.178 1.105 -2.097
C -0.199 1.632 -3.539
C 1.168 1.333 -4.162
C 2.349 1.819 -3.343
C 2.340 1.398 -1.875
N 0.987 1.500 -1.353
O 0.929 1.188 -0.009
C 3.223 2.413 -1.159
C 2.954 -0.007 -1.704
C -0.479 -0.411 -2.190
H -1.253 2.888 -1.416
H -1.567 1.496 -0.430
H -2.324 1.668 -2.013
H -0.384 2.710 -3.571
H -0.893 1.204 -4.265
H 1.214 1.682 -5.201
H 1.236 0.243 -4.306
H 2.491 2.892 -3.477
H 3.189 1.351 -3.874
H 4.269 2.303 -1.464
H 3.241 2.352 -0.069
H 2.892 3.429 -1.384
H 4.042 0.071 -1.794
H 2.625 -0.656 -2.518
H 2.774 -0.383 -0.699
H -1.004 -0.782 -1.309
H 0.427 -1.017 -2.235
H -0.949 -0.633 -3.148
C 1.079 -4.338 0.599
C 1.327 -3.140 -0.299
O 1.080 -1.964 0.475
H 1.154 -5.300 0.083
H 0.070 -4.311 1.006
H 1.872 -4.368 1.349
H 0.578 -3.210 -1.096
H 2.334 -3.090 -0.714
H 1.286 -1.209 -0.106
C -2.473 -2.288 0.283
O -2.256 -1.259 1.190
C -3.304 -0.326 1.274
C -3.138 0.516 2.517
N -1.898 1.300 2.382
C -1.477 1.882 3.651
C -0.709 0.832 4.460
O 0.136 0.074 3.616
C 0.471 -1.189 4.138
H -1.577 -2.880 0.110
H -2.620 -1.936 -0.757
H -3.373 -2.869 0.499
H -4.300 -0.785 1.224
H -3.294 0.346 0.398
H -3.053 -0.160 3.369
H -4.025 1.153 2.603
H -2.187 2.090 1.809
H -2.297 2.350 4.202
H -0.736 2.659 3.440
H -1.458 0.085 4.776
H -0.254 1.300 5.336
H 0.825 -1.024 5.159
H 1.190 -1.712 3.516
H -0.416 -1.836 4.177
```

As for the multiplicity: 1. The calculation puts the total energy at -74067.2903 eV. The LUMO energy comes out at 0.6 eV. Its HOMO-LUMO gap is 5.890 eV. The energy relative to the best compared isomer or geometry (same formula, charge and spin) is 0.0000 eV.

***

Record 4
A molecular structure, C17H39EuN6O2S in a non-equilibrium geometry, computed with wB97M-V/def2-TZVPD.

The geometry in XYZ format:
```
66
Properties=species:S:1:pos:R:3
Eu -0.753 -0.002 -0.167
C 0.106 1.119 3.284
O 0.513 0.463 2.086
C 1.869 0.029 2.166
C 2.510 0.077 0.798
O 1.712 -0.658 -0.130
C 2.368 -0.760 -1.394
H 0.274 0.477 4.152
H -0.952 1.337 3.192
H 0.659 2.052 3.411
H 1.899 -0.983 2.586
H 2.438 0.692 2.822
H 3.506 -0.373 0.859
H 2.596 1.112 0.461
H 2.510 0.233 -1.828
H 1.730 -1.360 -2.037
H 3.340 -1.242 -1.276
C -3.678 1.632 2.050
C -2.634 2.574 1.531
C -2.594 3.899 1.921
C -1.555 4.674 1.422
N -0.652 4.197 0.580
C -0.754 2.918 0.214
S 0.376 2.273 -0.918
N -1.717 2.067 0.692
H -4.636 2.138 2.166
H -3.390 1.263 3.038
H -3.805 0.777 1.385
H -3.342 4.315 2.582
H -1.439 5.716 1.698
C -3.573 -0.043 -4.309
C -3.156 0.595 -2.987
C -2.584 1.991 -3.196
C -4.355 0.676 -2.046
N -2.162 -0.292 -2.278
N -0.834 -0.362 -2.851
H -4.381 0.528 -4.767
H -3.942 -1.060 -4.149
H -2.754 -0.076 -5.030
H -3.390 2.677 -3.460
H -1.855 2.030 -4.006
H -2.118 2.360 -2.284
H -5.158 1.238 -2.523
H -4.084 1.187 -1.120
H -4.742 -0.319 -1.807
H -2.535 -1.228 -2.396
H -0.478 0.589 -2.937
H -0.879 -0.726 -3.798
C -0.542 -4.626 1.669
C -1.266 -3.284 1.714
C -2.747 -3.454 1.386
C -1.102 -2.628 3.082
N -0.661 -2.306 0.758
N -0.742 -2.640 -0.650
H -0.930 -5.288 2.445
H 0.531 -4.508 1.841
H -0.686 -5.134 0.714
H -3.245 -3.971 2.206
H -2.902 -4.061 0.492
H -3.227 -2.482 1.254
H -1.546 -3.250 3.859
H -1.593 -1.654 3.099
H -0.046 -2.491 3.327
H 0.338 -2.296 0.964
H -1.667 -3.020 -0.814
H -0.104 -3.401 -0.869
```

As for the multiplicity: 8. The calculation puts the total energy at -61457.2843 eV. The LUMO energy (spin up / spin down) comes out at -2.3 / -2.3 eV. Its HOMO-LUMO gap (spin up / spin down) is 6.847 / 8.089 eV. The energy relative to the best compared isomer or geometry (same formula, charge and spin) is 0.1687 eV. As for the total charge: +1. The expectation value of S² is 15.760.

***

What is the multiplicity in the first record? 1

***

multiplicity of number 3 (C17H39CuN2O4)? 1